# C10H15N

The molecule C10H15N in a non-equilibrium geometry (ωB97M-V/def2-TZVPD, the OMol25 dataset).

**Frontier orbital gap**: 10.4 eV
**Charge**: 0
**SMILES**: C=C1[C@@H](C)[C@@]1(C#N)CCCC
**ΔE to the lowest compared entry with this formula, charge and spin**: 289.0 kJ/mol
**2S+1**: 1
**LUMO energy**: 0.02833 Eh
**F_max**: 3.607 eV Å⁻¹

The geometry in XYZ format:
```
26
Properties=species:S:1:pos:R:3:forces:R:3
C -1.010761 2.959822 2.565553 -1.57 1.83 1.06
C -0.096675 2.293149 1.962175 0.35 -0.79 -3.12
C 1.024618 1.425601 1.961069 -0.11 -1.84 -1.45
C 0.952546 0.037437 2.570751 1.95 0.11 0.38
C 0.234028 1.760920 0.541515 1.40 0.90 2.79
C 0.989315 2.686526 -0.267861 0.46 0.41 0.14
N 1.669837 3.455913 -0.795069 -0.41 -0.35 0.00
C -0.612190 0.783260 -0.170389 0.37 -1.84 -2.05
C 0.240484 -0.095147 -1.258875 -3.08 1.36 -1.30
C -0.629817 -1.229023 -1.981116 0.79 2.15 0.65
C 0.319988 -2.079761 -2.847513 -1.20 -0.19 0.61
H -1.806014 3.617391 2.145400 0.73 -1.01 -0.04
H -0.914394 2.995257 3.627875 -0.17 0.21 0.79
H 2.046362 1.724309 2.105393 0.14 1.10 -0.45
H 0.868729 0.315079 3.619291 -0.21 -0.75 0.41
H 1.962847 -0.522555 2.464670 -1.80 0.85 -0.07
H 0.127889 -0.566185 2.250783 -0.43 -0.31 -0.09
H -1.169022 0.085476 0.433430 0.39 -0.39 0.97
H -1.473072 1.284482 -0.604841 0.20 0.42 -0.76
H 0.861868 -0.784650 -0.753431 1.78 0.38 0.75
H 0.645354 0.586559 -2.063636 0.28 -0.78 1.26
H -0.924131 -1.694229 -1.055206 -0.67 -1.27 -0.17
H -1.529076 -0.790822 -2.445884 0.44 -0.40 -0.20
H -0.185981 -2.977293 -3.222430 0.27 0.05 0.17
H 1.163969 -2.331189 -2.225494 0.26 -0.56 0.27
H 0.767275 -1.585817 -3.687363 -0.16 0.69 -0.54
```
Positions in Å, forces in eV/Å.